ORCA calculation (wB97M-V/def2-TZVPD) on a molecular structure, C63H141N15O30S3 at a distorted geometry.

XYZ file:
```
252
Properties=species:S:1:pos:R:3:forces:R:3:lowdin_charge:R:1
C 20.9069 -9.2122 16.0438 -0.5 0.0 2.0 0.0155
C 19.5249 -8.5149 15.9304 1.8 -1.6 -1.5 -0.5303
O 18.6049 -9.1633 15.4886 -1.0 0.1 -0.2 0.0292
N 19.4660 -7.2240 16.2244 0.0 2.2 0.3 0.0493
C 18.5716 -6.2477 15.5828 0.0 0.6 -0.5 -0.0448
H 21.5273 -9.5156 15.2005 -0.4 1.1 -0.6 0.0825
H 20.7698 -10.1930 16.4993 -0.5 0.0 0.3 0.0737
H 21.4395 -8.6320 16.7972 0.7 -0.1 -0.3 0.0589
H 20.2659 -6.7954 16.6677 0.0 -0.3 -0.3 0.1131
H 19.0126 -5.2532 15.5155 0.7 -0.1 0.8 0.0737
H 17.6051 -6.0726 16.0553 -0.1 -0.7 0.0 0.0635
H 18.4806 -6.3990 14.5072 -0.4 -0.9 0.1 0.0782
C 17.0876 -2.3160 9.2157 0.4 0.4 0.3 0.0109
C 17.1956 -1.6644 7.8366 0.5 -1.8 2.7 -0.6290
O 16.3682 -1.8974 7.0317 -3.0 -0.3 -3.1 0.0843
N 18.2553 -0.9327 7.6269 3.8 2.5 0.2 0.0198
C 18.5690 -0.0541 6.5135 -0.6 -0.3 -0.4 -0.0551
H 17.6790 -1.7526 9.9375 -0.1 0.0 0.3 0.0677
H 17.4683 -3.3373 9.2301 -0.1 0.0 -0.3 0.0744
H 16.0411 -2.3302 9.5200 0.0 0.0 0.0 0.0632
H 18.9969 -0.8394 8.3061 -0.5 -0.2 0.7 0.0676
H 18.2110 0.9568 6.7086 -0.9 0.0 -0.4 0.0678
H 18.1895 -0.5586 5.6248 -0.2 0.7 -0.3 0.0921
H 19.6250 0.1789 6.3771 0.3 -1.0 0.3 0.0711
C 22.8869 -0.1021 14.2149 0.9 -1.4 0.3 0.0179
C 22.7222 0.5197 15.5957 -1.9 0.0 -3.2 -0.5846
O 21.8486 1.3300 15.7846 -1.8 1.5 0.1 0.0332
N 23.5377 0.2392 16.5492 2.8 -1.4 2.0 0.0349
C 24.5362 -0.7966 16.5605 1.1 -0.2 1.3 -0.0732
H 23.4822 -1.0151 14.2214 0.7 0.1 0.4 0.0552
H 23.4684 0.5668 13.5804 -0.5 0.1 -0.1 0.0810
H 22.0090 -0.5627 13.7619 -0.7 1.2 0.1 0.0723
H 23.4027 0.7410 17.4153 -0.2 0.0 -0.2 0.1531
H 25.2310 -0.8646 15.7234 -0.6 0.2 -0.3 0.0918
H 24.1501 -1.7768 16.8405 -0.3 -0.2 -0.4 0.0718
H 25.1821 -0.5570 17.4052 0.2 0.0 0.1 0.0854
C 23.5570 -0.8496 10.9562 0.0 0.8 0.3 0.0161
C 24.6765 0.0900 11.3538 0.2 -2.8 2.4 -0.5953
O 25.4180 -0.1011 12.3365 -0.8 0.1 -1.1 -0.0024
N 24.8252 1.0984 10.5460 1.2 2.0 0.3 0.0305
C 25.9286 2.0166 10.8778 0.0 1.3 -1.8 -0.0574
H 22.6838 -0.2273 10.7604 -0.3 -0.2 -0.1 0.0632
H 23.3193 -1.5152 11.7860 0.2 -0.2 -0.5 0.0549
H 23.8571 -1.2983 10.0092 -0.2 -0.5 0.2 0.0983
H 24.1028 1.2605 9.8590 0.5 0.4 0.0 0.1452
H 26.8398 1.6962 10.3726 0.0 -0.1 0.0 0.0847
H 26.2200 2.2616 11.8992 -0.9 -0.9 0.3 0.0867
H 25.6565 2.9806 10.4479 0.1 0.1 -0.2 0.0772
C 9.7677 -0.4208 15.0551 1.9 0.9 0.9 0.0319
C 11.1294 0.3802 14.9634 0.6 0.9 -2.5 -0.4523
O 12.0253 0.1435 14.0993 -2.1 -0.3 2.2 -0.0356
N 11.2652 1.5148 15.7148 0.0 -0.7 -0.5 0.0066
C 12.4650 2.3728 15.6642 -0.3 -0.5 0.6 -0.0544
H 9.3055 -0.5525 14.0767 0.4 -0.3 0.1 0.0712
H 9.0532 0.0414 15.7363 0.1 0.3 -0.1 0.0695
H 10.0909 -1.3264 15.5682 -0.4 -0.5 -0.5 0.0704
H 10.5218 1.7640 16.3515 0.2 0.0 -0.1 0.1279
H 13.2751 1.8957 16.2157 -0.1 0.2 0.5 0.0747
H 12.1396 3.3129 16.1097 0.5 0.0 0.1 0.0851
H 12.9413 2.5533 14.7006 -0.9 -0.2 -0.4 0.0697
C 19.6507 0.6559 11.5046 0.2 0.5 -1.6 0.0389
C 20.0541 0.9526 9.9977 -0.4 -0.9 3.8 -0.5830
O 20.4142 0.0604 9.2874 1.1 -2.6 -1.7 0.0155
N 19.9636 2.1837 9.6064 -0.3 1.5 -1.4 0.0521
C 20.2442 2.5814 8.2131 -0.6 1.0 0.2 -0.0434
H 20.1388 -0.2762 11.7893 -0.4 0.0 0.0 0.0609
H 18.5638 0.5925 11.4511 -0.2 -0.5 0.3 0.0708
H 19.8629 1.4381 12.2334 0.2 0.1 -0.3 0.0749
H 19.3267 2.7123 10.1852 0.2 1.0 -0.1 0.0881
H 19.3219 2.8611 7.7041 -0.2 0.4 0.2 0.0727
H 20.6541 1.8816 7.4848 0.4 -0.6 1.1 0.0718
H 20.9050 3.4448 8.2910 -0.1 0.1 -0.4 0.0810
C 17.4433 6.0831 11.3925 1.1 0.9 0.6 0.0142
C 18.4450 5.1185 11.9917 -2.8 -2.7 -1.6 -0.5334
O 18.5012 3.9700 11.5371 1.0 -0.1 -0.6 0.0012
N 18.8911 5.3982 13.1816 -1.9 4.6 -0.9 -0.0101
C 19.6922 4.6539 13.9625 2.5 -2.8 2.2 -0.0970
H 16.4530 5.8352 11.7746 0.0 -0.2 -0.3 0.0939
H 17.5025 6.1433 10.3058 -0.1 -0.2 0.2 0.0889
H 17.7116 7.0447 11.8301 -0.4 0.5 -0.4 0.0718
H 18.6035 6.3265 13.4564 0.4 -0.1 0.5 0.1498
H 19.2500 3.6969 14.2394 -0.3 -0.1 0.2 0.0982
H 19.9458 5.1874 14.8786 0.1 -0.1 -0.1 0.1011
H 20.5954 4.3667 13.4241 0.3 0.1 0.1 0.1057
C 14.4634 1.0088 12.5390 1.2 0.5 -1.6 0.0105
C 14.8670 0.1265 11.3048 -0.1 1.3 1.5 -0.5033
O 14.4415 -1.0028 11.3498 0.0 -1.5 -0.7 0.0209
N 15.5776 0.6039 10.2314 0.1 0.0 0.8 0.0433
C 15.9815 1.9668 9.9373 -0.9 0.7 -0.1 -0.0744
H 13.5567 1.5046 12.1923 -0.3 0.0 0.5 0.0666
H 15.1752 1.8039 12.7608 0.2 0.1 -0.1 0.0662
H 14.3365 0.4200 13.4474 -0.3 -0.1 -0.6 0.0687
H 15.8496 -0.1078 9.5684 -0.2 0.0 0.0 0.1031
H 15.1206 2.5623 9.6331 -0.3 -0.1 -0.4 0.0759
H 16.6601 1.9766 9.0844 0.2 -0.1 0.3 0.0795
H 16.3426 2.5872 10.7576 0.7 -0.7 0.3 0.0636
C 20.2538 -3.6528 6.0500 -0.2 0.9 1.3 0.0228
C 20.0213 -4.2088 7.5246 1.6 1.4 -1.4 -0.5367
O 20.0636 -5.3719 7.7364 -0.4 -3.2 -0.3 0.0680
N 20.0413 -3.3788 8.5851 -0.5 2.2 0.7 0.0206
C 19.9322 -3.8661 9.9734 -0.3 0.5 -0.4 -0.0493
H 19.4728 -3.9508 5.3504 0.1 -0.3 0.2 0.0775
H 21.2450 -3.9136 5.6793 -0.2 -0.8 0.2 0.0718
H 20.3260 -2.5660 6.0073 -0.5 0.3 0.3 0.0428
H 20.0965 -2.3866 8.4045 0.1 -0.2 0.2 0.0910
H 19.1245 -4.5972 10.0074 0.9 -1.0 -0.1 0.0683
H 19.5328 -3.1821 10.7221 0.1 1.1 -0.6 0.0683
H 20.9336 -4.0740 10.3504 -0.3 -1.0 0.0 0.0742
C 10.6382 -5.2712 18.9572 -0.8 -0.8 0.0 -0.0089
C 10.9845 -3.8040 18.8015 0.0 -2.0 1.9 -0.5556
O 10.4331 -3.0340 19.5852 0.6 0.8 -1.2 0.0194
N 11.9849 -3.6185 17.9324 -1.6 1.0 -0.5 0.0164
C 12.4796 -2.3258 17.5597 1.1 0.2 1.5 -0.0594
H 10.8374 -5.6979 19.9402 0.4 0.5 0.2 0.0819
H 11.0832 -5.9635 18.2425 0.0 0.2 -0.2 0.0608
H 9.5512 -5.3423 18.9188 -0.1 0.0 -0.4 0.0815
H 12.4311 -4.4201 17.5098 0.0 0.0 0.2 0.0943
H 12.0168 -1.4654 18.0431 -1.4 -0.3 -0.5 0.0867
H 12.5896 -2.2506 16.4778 0.4 0.3 0.3 0.0883
H 13.3514 -2.2657 18.2111 1.3 0.3 -1.2 0.0559
C 13.2703 -3.7086 8.7258 0.0 0.6 -0.6 0.0121
C 12.2104 -4.7333 8.7474 -1.1 -2.6 2.1 -0.4818
O 12.3410 -5.7569 9.4679 -0.2 1.2 -1.2 -0.0178
N 11.0748 -4.6092 7.9931 0.2 1.4 -0.3 0.0089
C 10.1124 -5.6466 7.8320 0.4 -2.3 1.3 -0.0905
H 14.1720 -4.2045 8.3664 -0.1 0.2 -1.0 0.0959
H 13.6976 -3.3359 9.6567 -1.0 0.0 0.5 0.0769
H 12.8418 -2.9005 8.1329 1.0 0.4 -0.3 0.0828
H 10.8351 -3.8050 7.4311 0.9 0.3 0.3 0.1354
H 10.4986 -6.3778 7.1219 -0.5 0.1 -0.7 0.0899
H 9.0558 -5.3968 7.7356 0.4 0.7 -0.6 0.0922
H 10.1230 -6.2588 8.7338 0.0 0.1 0.3 0.0775
C 22.9526 -4.6710 12.6884 -0.9 -0.3 -1.3 0.0078
C 22.5166 -5.2216 13.9934 -1.2 -1.2 0.1 -0.5476
O 21.4680 -5.9077 14.0451 1.6 1.0 0.7 0.0089
N 23.3607 -5.0157 15.0026 0.9 -0.6 1.4 0.0243
C 23.0823 -5.3810 16.4046 -1.1 1.6 -0.4 -0.0325
H 23.0496 -3.5928 12.5611 0.0 0.0 0.5 0.0669
H 22.0824 -5.0211 12.1332 0.3 0.4 -0.9 0.0685
H 23.8401 -5.1587 12.2853 0.1 0.0 0.2 0.0978
H 24.1426 -4.3989 14.8348 -0.1 -0.2 0.0 0.1378
H 23.8980 -5.2149 17.1083 0.4 -0.5 -0.6 0.0875
H 22.5766 -6.3386 16.5285 0.4 0.0 -0.3 0.0664
H 22.3842 -4.5894 16.6767 -0.5 -0.3 0.7 0.0686
C 18.2913 -12.2982 14.3287 -0.2 0.5 -0.1 0.0054
C 16.8732 -11.8273 13.9216 0.2 -1.1 0.9 -0.5795
O 16.0780 -12.5192 13.3203 -0.1 -0.7 -0.5 0.0325
N 16.5973 -10.5760 14.2500 -0.8 1.7 0.2 0.0190
C 15.3225 -9.8890 13.9559 1.0 0.4 0.9 -0.0500
H 18.7789 -12.1612 13.3635 0.7 -0.3 0.2 0.0769
H 18.4437 -13.3008 14.7284 -0.8 -0.3 -0.7 0.0740
H 18.7593 -11.6950 15.1067 -0.1 0.6 -0.4 0.0479
H 17.2312 -10.0499 14.8343 0.1 -0.2 -0.2 0.0596
H 15.5140 -8.8440 14.1993 0.2 0.2 -0.5 0.0564
H 14.5729 -10.1146 14.7144 -0.4 -0.7 -0.4 0.0759
H 14.9871 -9.9707 12.9220 0.0 -0.3 0.2 0.0914
C 16.8585 1.6545 17.7535 -1.5 -2.5 -0.9 0.0011
C 17.8769 2.6510 18.0125 -0.9 2.1 0.8 -0.5890
O 17.5359 3.6910 18.5574 0.3 0.6 0.5 0.0299
N 19.0936 2.4227 17.5545 -0.1 -2.7 -0.3 0.0182
C 20.2339 3.2201 17.6454 0.7 2.1 -0.3 -0.0893
H 17.1728 0.8632 17.0730 0.2 -0.1 -0.1 0.0640
H 15.9524 2.0709 17.3134 0.2 0.4 0.0 0.0885
H 16.4915 1.1267 18.6337 0.4 0.2 0.4 0.0671
H 19.1810 1.5457 17.0612 0.3 0.1 -0.1 0.1161
H 21.0802 2.8343 18.2138 -0.1 -0.5 -0.3 0.0838
H 19.9956 4.1649 18.1340 -0.3 0.0 0.0 0.0897
H 20.4729 3.4461 16.6063 0.9 0.1 0.2 0.0638
C 15.6654 -6.4612 11.1027 0.5 0.1 -0.8 0.0143
C 14.7051 -6.6004 12.2280 -1.5 -0.5 -0.5 -0.5577
O 14.9839 -6.4611 13.3924 1.3 0.3 2.0 0.0180
N 13.4452 -6.9728 11.8920 -0.3 -0.3 -1.0 0.0300
C 12.4283 -7.4018 12.8161 0.0 1.2 1.9 -0.0734
H 16.3334 -5.6076 11.2175 -0.3 0.2 0.0 0.0681
H 15.1742 -6.4627 10.1296 -0.1 0.3 0.0 0.0862
H 16.3544 -7.3024 11.0269 -0.2 -0.3 0.5 0.0666
H 13.1179 -6.6283 11.0008 -0.1 -0.3 -0.4 0.0741
H 12.3614 -6.7506 13.6876 0.1 1.1 0.0 0.0582
H 12.6560 -8.2596 13.4488 0.1 -1.0 -1.1 0.0766
H 11.4102 -7.3416 12.4315 0.4 -0.6 -0.5 0.0916
C 11.0599 -0.0632 11.1596 1.2 -1.8 0.0 -0.1899
C 11.0394 0.3471 9.7502 0.6 1.7 -1.4 -0.2203
O 10.3624 -0.6389 9.0031 -1.4 -1.8 1.2 -0.1868
S 9.1448 -1.1824 9.9814 -2.2 -1.3 -0.9 0.7177
O 9.0321 -2.6495 10.0030 1.2 3.1 0.1 -0.2596
O 7.9212 -0.4842 9.5983 2.2 -0.6 1.0 -0.2564
O 9.7530 -0.6008 11.3852 -1.5 0.0 -0.7 -0.1916
H 11.4378 0.6925 11.8483 -0.8 -0.1 0.2 0.1186
H 11.6850 -0.9535 11.2279 0.6 0.3 0.3 0.1311
H 12.0352 0.4225 9.3134 0.0 0.1 0.1 0.1411
H 10.4806 1.2706 9.5984 0.2 0.3 0.1 0.1364
C 16.1677 -3.0372 14.6768 -0.5 -1.5 -0.1 -0.1561
C 16.2974 -2.9973 13.1412 -0.7 -1.0 1.1 -0.1772
O 17.1293 -1.9198 12.8686 1.8 2.1 1.2 -0.2011
S 17.9981 -1.5321 14.2150 0.5 2.7 0.4 0.6729
O 17.5565 -0.2006 14.6933 0.8 -2.9 -1.2 -0.2727
O 19.4157 -1.7384 13.9906 -1.9 0.0 0.2 -0.2592
O 17.4196 -2.6677 15.2002 2.2 1.5 -1.1 -0.2052
H 16.1727 -4.0932 14.9472 -1.3 0.1 0.3 0.1266
H 15.4650 -2.3562 15.1569 -0.6 -0.5 -0.4 0.1387
H 15.3197 -2.8583 12.6797 0.2 -0.1 -0.2 0.1304
H 16.8572 -3.8777 12.8258 -0.6 -0.4 -0.2 0.1246
C 19.5444 -8.5731 12.0914 1.3 0.0 -0.4 -0.1210
C 20.9530 -8.2619 11.4003 -2.6 -3.7 0.3 -0.1588
O 20.5868 -7.7463 10.1333 -0.9 1.3 -0.8 -0.2118
S 19.0586 -8.1817 9.6129 -1.1 2.1 -0.2 0.7430
O 19.1300 -9.1212 8.5191 0.2 1.0 1.8 -0.2300
O 18.2371 -6.9529 9.4027 2.3 -3.4 1.1 -0.2842
O 18.6208 -8.9616 11.0111 1.4 1.5 -0.6 -0.2099
H 19.2567 -7.7021 12.6803 -0.7 0.1 -0.4 0.1061
H 19.6043 -9.4351 12.7558 0.0 0.1 -0.1 0.1153
H 21.3470 -9.2447 11.1416 0.3 -0.3 0.2 0.1162
H 21.6810 -7.8689 12.1100 -0.3 1.5 -0.7 0.1174
C 14.8958 0.6836 21.8759 0.4 0.7 2.0 -0.2035
C 14.2617 0.2489 20.5746 -1.0 -1.0 1.3 -0.1407
C 14.6481 -1.2429 20.5603 0.8 1.4 0.5 -0.1708
O 15.9987 -1.1351 21.0430 2.0 -1.1 0.0 -0.1718
C 16.2194 -0.0854 22.0011 -2.7 1.1 -1.3 -0.1854
H 14.3505 0.4472 22.7896 -1.0 -0.5 -0.5 0.1067
H 15.1067 1.7290 22.1015 -0.2 0.4 -0.9 0.1108
H 14.6971 0.6832 19.6746 -0.4 0.4 0.2 0.0962
H 13.1918 0.3702 20.7437 -0.1 0.3 -0.9 0.1147
H 14.6174 -1.6228 19.5392 0.5 -0.2 0.2 0.0890
H 14.1132 -1.9371 21.2084 -0.5 0.3 0.1 0.1247
H 16.8488 0.7490 21.6919 1.5 -1.2 -0.2 0.1123
H 16.2982 -0.3701 23.0504 0.7 -0.6 -0.3 0.1173
C 14.2757 -7.9008 17.3800 -0.9 -1.1 -1.3 -0.1437
C 14.8690 -7.4020 18.6916 -0.9 1.1 -1.3 -0.1361
C 15.0833 -5.9617 18.2677 0.8 1.3 0.8 -0.2036
O 13.9718 -5.5698 17.4360 0.4 0.0 1.2 -0.1867
C 13.7733 -6.6625 16.5511 0.5 -0.7 0.8 -0.1698
H 13.4095 -8.5398 17.5521 0.1 -0.2 0.1 0.1043
H 14.9469 -8.4712 16.7380 0.3 -0.1 0.3 0.0951
H 15.7151 -7.9351 19.1252 0.0 0.1 -0.3 0.1213
H 14.0744 -7.2546 19.4230 0.0 -0.7 0.2 0.1121
H 16.0002 -5.7058 17.7366 0.3 -0.5 -0.3 0.1039
H 15.1541 -5.3995 19.1988 -0.5 0.8 -0.3 0.1186
H 14.3270 -6.4568 15.6350 0.0 -0.4 -0.1 0.0894
H 12.7113 -6.7812 16.3361 0.0 0.3 -0.1 0.1104
C 20.3742 -0.8808 18.5635 1.3 -0.3 0.1 -0.1700
C 19.3673 -1.1151 19.6442 -1.6 -0.3 2.2 -0.1502
C 19.3551 -2.6804 19.9639 0.0 2.6 -1.5 -0.1767
O 20.2036 -3.1320 18.9629 1.6 -2.6 -1.3 -0.1672
C 20.4948 -2.2277 17.8802 -1.5 -0.3 1.4 -0.1644
H 21.2614 -0.7110 19.1735 0.7 0.2 -0.7 0.1140
H 20.2955 -0.1017 17.8052 -0.4 0.3 0.5 0.0923
H 18.3616 -0.7348 19.4656 -0.1 -0.2 -0.2 0.0895
H 19.6523 -0.7307 20.6235 0.2 0.9 -0.3 0.1039
H 18.3060 -2.9674 19.8938 0.1 -0.7 -0.1 0.1058
H 19.8032 -2.9883 20.9087 -0.2 0.3 0.1 0.1175
H 19.6909 -2.3857 17.1613 0.1 0.3 -0.5 0.1114
H 21.4669 -2.4356 17.4333 0.0 -0.2 0.2 0.1036
```
Positions in Å, forces in eV/Å.

LUMO level: -0.1 eV
HOMO level: -0.3121 hartree
HOMO-LUMO gap: 8.3 eV
energy relative to the best compared isomer or geometry (same formula, charge and spin): 146.3 kcal/mol
E_tot: -183894.5789 eV